No. 1
The following is a quantum chemistry calculation of a cluster of 6 separate species, C35H39Br2F40N4O13P2Si in total, from OMol25.

- Total energy: -12669.12741 Eh
- HOMO energy: -12.61 eV
- Charge: +1
- Maximum force: 3.2 eV Å⁻¹

Positions of all 136 atoms, in Å:
C1 6.269 8.686 1.314
C2 4.970 8.323 0.686
Br1 4.816 8.680 -1.155
C3 3.923 7.811 1.316
Br2 4.049 7.424 3.168
N1 2.727 7.396 0.709
C4 2.704 6.056 0.118
C5 2.698 6.058 -1.398
O1 1.955 6.672 -2.079
O2 3.614 5.204 -1.888
C6 1.541 8.027 0.729
N2 0.490 7.389 0.227
C7 -0.573 8.149 0.420
Si1 -2.193 7.317 -0.229
C8 -3.289 6.753 1.169
C9 -3.165 8.503 -1.321
C10 -1.711 5.836 -1.247
N3 -0.229 9.288 1.049
P1 -1.324 10.517 1.664
O3 -1.017 10.686 3.074
O4 -1.266 11.765 0.713
O5 -2.742 9.902 1.423
N4 1.173 9.271 1.193
P2 2.015 10.656 1.837
O6 1.214 11.844 1.566
O7 3.394 10.704 1.097
O8 2.347 10.370 3.331
H1 6.951 9.114 0.592
H2 6.727 7.806 1.761
H3 6.102 9.407 2.112
H4 1.860 5.495 0.510
H5 3.588 5.522 0.448
H6 3.985 5.616 -2.681
H7 -2.715 6.218 1.921
H8 -3.829 7.571 1.634
H9 -4.029 6.080 0.741
H10 -3.562 7.954 -2.171
H11 -4.029 8.919 -0.805
H12 -2.568 9.319 -1.728
H13 -2.566 5.176 -1.330
H14 -1.387 6.184 -2.225
H15 -0.873 5.330 -0.779
H16 -0.641 11.664 -0.013
H17 -3.110 10.098 0.550
H18 3.283 11.224 0.288
H19 1.807 9.654 3.693
C11 1.903 2.287 -2.606
C12 1.005 1.607 -1.561
C13 1.394 0.211 -1.070
F1 1.358 -0.669 -2.087
F2 0.499 -0.176 -0.134
F3 -0.275 1.599 -1.987
F4 1.056 2.411 -0.449
O9 1.485 2.246 -3.954
C14 1.820 1.215 -4.789
C15 0.575 0.484 -5.303
F5 -0.116 -0.037 -4.270
F6 0.969 -0.523 -6.108
F7 2.692 0.367 -4.223
F8 2.427 1.754 -5.868
H20 1.858 3.343 -2.351
H21 2.947 1.993 -2.495
H22 2.392 0.213 -0.624
H23 -0.066 1.172 -5.857
C16 -4.822 -0.608 -1.030
C17 -5.307 -0.425 0.418
C18 -6.103 0.839 0.757
F9 -5.357 1.949 0.574
F10 -6.462 0.788 2.058
F11 -4.270 -0.549 1.268
F12 -6.167 -1.457 0.666
O10 -3.472 -0.280 -1.303
C19 -3.066 0.976 -1.630
C20 -2.065 1.517 -0.606
F13 -2.623 1.587 0.618
F14 -1.705 2.774 -0.971
F15 -4.097 1.826 -1.805
F16 -2.407 0.906 -2.807
H24 -4.868 -1.677 -1.214
H25 -5.505 -0.147 -1.744
H26 -7.007 0.904 0.145
H27 -1.180 0.880 -0.563
C21 1.660 -6.009 -0.038
C22 2.109 -7.129 -0.990
C23 3.592 -7.505 -0.996
F17 4.359 -6.472 -1.404
F18 3.777 -8.527 -1.862
F19 1.698 -6.853 -2.246
F20 1.456 -8.253 -0.581
O11 1.475 -4.719 -0.595
C24 2.478 -3.808 -0.693
C25 2.747 -3.434 -2.154
F21 3.130 -4.516 -2.853
F22 3.756 -2.526 -2.190
F23 3.602 -4.205 -0.073
F24 2.064 -2.674 -0.071
H28 0.661 -6.303 0.276
H29 2.270 -5.981 0.864
H30 3.912 -7.825 -0.004
H31 1.857 -3.005 -2.614
C26 5.658 -10.354 3.000
C27 4.628 -9.312 2.537
C28 3.667 -8.732 3.578
F25 2.869 -9.681 4.089
F26 2.884 -7.809 2.958
F27 3.922 -9.792 1.492
F28 5.348 -8.240 2.083
O12 5.358 -11.710 2.755
C29 4.644 -12.472 3.637
C30 3.346 -12.986 3.005
F29 2.568 -11.950 2.636
F30 2.680 -13.719 3.921
F31 4.408 -11.825 4.791
F32 5.390 -13.558 3.930
H32 6.534 -10.162 2.383
H33 5.964 -10.183 4.032
H34 4.217 -8.240 4.383
H35 3.570 -13.601 2.131
C31 -6.652 -4.836 0.202
C32 -5.350 -5.019 -0.594
C33 -5.389 -5.926 -1.827
F33 -5.684 -7.191 -1.484
F34 -4.165 -5.918 -2.404
F35 -4.360 -5.398 0.232
F36 -5.017 -3.776 -1.083
O13 -6.799 -5.597 1.381
C34 -7.339 -6.853 1.379
C35 -6.333 -7.891 1.888
F37 -5.246 -7.913 1.094
F38 -6.915 -9.108 1.855
F39 -7.834 -7.192 0.177
F40 -8.369 -6.851 2.251
H36 -6.614 -3.809 0.557
H37 -7.529 -4.908 -0.442
H38 -6.122 -5.562 -2.552
H39 -6.032 -7.653 2.910



No. 2
The following is a quantum chemistry calculation of a structure of composition C24H24BCrF5N2O16, from OMol25.

- Total energy: -3810.62115 Eh
- Multiplicity: 4
- HOMO energy (spin up / spin down): -6.33 / -6.33 eV
- Charge: -1
- Maximum force: 7.5 eV Å⁻¹

Positions of all 73 atoms, in Å:
Cr1 0.907 -0.130 0.819
N1 3.773 -2.082 0.655
O1 4.013 -3.266 0.531
O2 2.617 -1.634 0.506
O3 4.532 -1.338 1.163
N2 3.543 1.648 0.271
O4 4.430 1.766 1.026
O5 3.763 1.506 -0.915
O6 2.492 1.229 0.720
C1 -0.808 2.393 2.193
O7 0.423 3.028 1.849
O8 -0.633 1.042 1.758
C2 -1.207 2.485 3.725
F1 -2.285 1.729 3.937
F2 -0.270 1.992 4.511
F3 -1.444 3.626 4.186
C3 0.417 4.354 1.350
C4 1.839 4.919 1.241
H1 2.086 5.822 1.799
H2 2.679 4.228 1.164
H3 1.927 5.317 0.230
H4 -0.134 5.023 2.011
H5 -0.031 4.575 0.381
H6 -1.577 2.824 1.551
B1 0.400 0.149 -1.167
H7 1.260 -0.502 -1.164
H8 0.090 0.394 -2.171
H9 -0.372 -0.374 -0.625
H10 0.588 1.064 -0.626
C5 2.059 0.769 -4.382
C6 1.369 1.405 -5.639
O9 2.473 1.864 -6.421
C7 3.667 1.445 -5.941
O10 4.748 1.504 -6.547
O11 3.470 1.036 -4.731
F4 0.541 2.371 -5.253
H11 1.859 -0.291 -4.226
H12 1.869 1.413 -3.524
H13 0.779 0.731 -6.260
C8 -1.519 3.229 -1.970
C9 -1.678 3.966 -3.357
O12 -2.727 4.902 -3.110
C10 -3.033 5.005 -1.829
O13 -3.917 5.685 -1.277
O14 -2.383 3.969 -1.135
F5 -1.998 3.038 -4.264
H14 -0.570 3.409 -1.466
H15 -1.719 2.158 -1.945
H16 -0.764 4.510 -3.598
C11 -4.344 -2.123 0.855
C12 -4.955 -3.389 1.013
C13 -4.214 -4.525 1.299
C14 -2.829 -4.454 1.444
C15 -2.222 -3.116 1.317
C16 -2.977 -1.970 0.972
C17 -0.760 -3.086 1.583
O15 -0.091 -2.044 1.411
C18 -0.062 -4.328 2.113
C19 1.365 -4.188 2.447
C20 1.990 -5.267 3.058
C21 1.276 -6.410 3.412
C22 -0.103 -6.572 2.940
C23 -0.749 -5.514 2.274
C24 -2.132 -5.712 1.760
O16 -2.708 -6.804 1.630
H17 -4.931 -1.225 0.738
H18 -6.023 -3.472 0.882
H19 -4.869 -5.359 1.507
H20 -2.522 -0.996 0.873
H21 1.932 -3.285 2.272
H22 3.048 -5.250 3.272
H23 1.825 -7.237 3.839
H24 -0.490 -7.574 3.053



No. 3
The following is a quantum chemistry calculation of a structure of composition C22H56N2O7, from OMol25.

- Total energy: -1507.25048 Eh
- HOMO energy: -7.74 eV
- Maximum force: 12.7 eV Å⁻¹

Positions of all 87 atoms, in Å:
C1 3.316 2.095 2.134
O1 3.185 1.418 0.908
H1 2.387 2.307 2.664
H2 3.877 1.385 2.742
H3 4.103 2.848 2.107
H4 2.475 0.775 0.971
C2 4.363 -0.899 0.272
O2 3.155 -0.556 -0.317
H5 5.126 -0.431 -0.348
H6 4.391 -0.372 1.226
H7 4.618 -1.958 0.330
H8 2.504 -1.040 0.196
C3 2.436 -0.191 3.493
O3 2.882 -0.755 2.328
H9 3.276 0.017 4.156
H10 1.797 0.680 3.348
H11 1.995 -1.045 4.008
H12 2.250 -0.436 1.680
C4 1.850 -3.053 0.269
O4 1.631 -1.662 0.567
H13 2.892 -3.069 -0.050
H14 1.757 -3.713 1.132
H15 1.310 -3.500 -0.565
H16 0.820 -1.632 1.080
O5 1.317 0.221 1.259
H17 0.469 0.579 0.996
H18 1.601 -0.300 0.507
C5 -0.373 3.424 -1.390
C6 0.445 2.402 -0.632
C7 1.427 3.158 0.361
C8 0.804 3.833 1.637
C9 -0.101 2.755 2.270
C10 -1.155 1.955 1.379
N1 -0.422 1.444 0.148
O6 -1.272 0.581 -0.589
C11 -1.560 0.839 2.336
C12 -2.449 2.781 1.132
C13 1.392 1.636 -1.675
H19 0.188 3.815 -2.239
H20 -0.851 4.197 -0.788
H21 -1.143 2.794 -1.834
H22 2.280 2.546 0.652
H23 1.881 3.987 -0.182
H24 0.108 4.627 1.365
H25 1.550 4.127 2.375
H26 -0.674 3.301 3.020
H27 0.512 2.097 2.886
H28 -0.803 0.166 2.741
H29 -2.008 1.235 3.248
H30 -2.245 0.118 1.889
H31 -2.272 3.582 0.414
H32 -3.189 2.120 0.680
H33 -2.856 3.203 2.051
H34 0.843 0.941 -2.310
H35 2.068 1.003 -1.100
H36 2.017 2.268 -2.306
H37 -2.086 1.083 -0.676
C14 -3.961 -0.239 -1.520
C15 -3.349 -1.644 -1.531
C16 -3.406 -2.190 -3.002
C17 -2.379 -3.197 -3.499
C18 -0.964 -2.559 -3.147
C19 -0.760 -2.141 -1.633
N2 -1.989 -1.459 -1.007
O7 -1.834 -1.135 0.352
C20 -0.332 -3.320 -0.767
C21 0.360 -1.123 -1.709
C22 -4.137 -2.555 -0.613
H38 -4.257 0.166 -0.552
H39 -4.805 -0.168 -2.207
H40 -3.283 0.550 -1.845
H41 -4.433 -2.504 -3.185
H42 -3.419 -1.374 -3.726
H43 -2.322 -3.333 -4.579
H44 -2.465 -4.167 -3.007
H45 -0.723 -1.777 -3.867
H46 -0.264 -3.315 -3.503
H47 0.539 -3.825 -1.183
H48 -0.125 -2.980 0.248
H49 -1.101 -4.071 -0.585
H50 1.204 -1.552 -2.249
H51 0.035 -0.258 -2.287
H52 0.825 -0.784 -0.783
H53 -5.191 -2.780 -0.776
H54 -4.067 -2.257 0.433
H55 -3.655 -3.529 -0.533
H56 -1.581 -0.210 0.305